Record 1
Entry from the OMol25 dataset: H2MgO as an isolated structure (ωB97M-V with the def2-TZVPD basis set).

Each line ends with the Mulliken charge.
Geometry (Å):
O 0.102 -0.095 -0.023  -0.710
H -0.413 -0.923 -0.159  0.455
H 0.343 0.199 -0.930  0.455
Mg -0.032 0.819 1.111  1.799

- multiplicity = 1
- LUMO (eV) = -13.35
- HOMO (eV) = -27.528
- largest force on an atom (hartree/bohr) = 0.3687
- net charge = +2
- relative energy (zero: lowest compared OMol25 entry of this formula, charge and spin) (eV) = 2.904
- gap between HOMO and LUMO (eV) = 14.18
- calculated total energy (Eh) = -275.67797

=====

Record 2
Entry from the OMol25 dataset: C4H4BrN as an isolated structure (ωB97M-V with the def2-TZVPD basis set).

Each line ends with the Mulliken charge.
Geometry (Å):
C -1.108 0.442 0.547  -0.431
C -0.077 1.257 0.251  -0.525
C -0.361 -0.735 0.016  0.385
C 0.758 0.287 -0.503  -0.009
N -0.464 -1.968 0.026  -0.670
Br 2.573 0.138 0.023  -0.127
H -2.136 0.585 1.017  0.344
H 0.084 2.202 0.544  0.510
H 0.561 0.447 -1.621  0.286
H 0.170 -2.655 -0.300  0.238

- multiplicity = 1
- LUMO (eV) = 0.71
- HOMO (eV) = -9.269
- largest force on an atom (hartree/bohr) = 0.0690
- net charge = 0
- relative energy (zero: lowest compared OMol25 entry of this formula, charge and spin) (eV) = 1.460
- gap between HOMO and LUMO (eV) = 9.98
- calculated total energy (Eh) = -2783.50025

=====

Record 3
Entry from the OMol25 dataset: a 2-piece molecular cluster, C2H5N5O overall (ωB97M-V with the def2-TZVPD basis set).

Each line ends with the Mulliken charge.
Geometry (Å):
C -0.346 0.774 -0.612  0.632
C -1.841 -0.407 0.465  0.021
H 2.681 1.141 -0.427  0.271
H 2.055 0.352 -1.732  0.280
H -2.079 -1.121 1.229  0.355
H 1.129 -1.173 0.351  0.408
H 0.332 -1.423 2.187  0.300
N 1.961 0.454 -0.675  -0.529
N 0.742 1.276 -0.994  -0.586
N -2.638 0.515 -0.147  -0.382
N -0.608 -0.211 0.360  0.207
N 0.192 -1.451 0.810  -0.720
O -1.581 1.275 -0.815  -0.257

- multiplicity = 1
- LUMO (eV) = 0.20
- HOMO (eV) = -8.606
- largest force on an atom (hartree/bohr) = 0.1467
- net charge = 0
- relative energy (zero: lowest compared OMol25 entry of this formula, charge and spin) (eV) = 6.059
- gap between HOMO and LUMO (eV) = 8.81
- calculated total energy (Eh) = -428.00047

=====

Record 4
Entry from the OMol25 dataset: a 2-piece molecular cluster, C4H7INO4S overall (ωB97M-V with the def2-TZVPD basis set).

Each line ends with the Mulliken charge.
Geometry (Å):
C 1.363 -0.009 0.581  0.612
C -1.957 0.305 -0.390  -1.137
C -1.925 -0.915 0.612  -0.299
C -0.735 -0.772 1.461  -0.475
N 2.443 -0.482 -0.110  -0.404
O 1.241 1.087 1.053  -0.562
O 3.244 1.906 -0.857  -0.512
O 4.314 -0.122 -1.672  -0.615
O 0.437 -1.034 0.704  -0.323
S 3.187 0.497 -1.086  0.673
I 0.349 1.292 -3.889  -0.041
H -2.667 0.122 -1.099  0.471
H -2.236 1.192 0.047  0.416
H -0.964 0.554 -0.804  0.076
H -1.913 -1.764 -0.120  0.281
H -2.822 -0.788 1.287  0.245
H -0.644 0.287 1.859  0.287
H -0.714 -1.354 2.423  0.307

- multiplicity = 3
- LUMO (spin up / spin down) (eV) = 2.68 / -0.50
- HOMO (spin up / spin down) (eV) = -2.794 / -5.368
- largest force on an atom (hartree/bohr) = 0.0802
- net charge = -1
- gap between HOMO and LUMO (spin up / spin down) (eV) = 5.48 / 4.86
- calculated total energy (Eh) = -1208.18946

=====

Record 5
Entry from the OMol25 dataset: a 2-piece molecular cluster, C7H13N2S overall (ωB97M-V with the def2-TZVPD basis set).

Each line ends with the Mulliken charge.
Geometry (Å):
C -2.080 -1.438 0.307  -0.573
C -2.830 -0.486 0.870  -0.380
C -2.088 0.134 -1.360  -0.519
C -1.565 -1.022 -0.957  -0.327
C 0.151 1.782 0.722  -1.240
C 2.303 0.507 -0.605  -0.283
C 1.011 0.640 0.241  0.520
N 0.591 -0.407 0.845  -0.157
N 2.892 -0.805 -0.371  -0.552
S -3.033 0.893 -0.176  -0.175
H -1.947 -2.375 0.817  0.429
H -3.288 -0.590 1.753  0.541
H -1.759 0.474 -2.346  0.430
H -0.773 1.482 1.022  0.261
H 0.709 2.364 1.527  0.320
H 0.018 2.496 -0.095  0.353
H 1.877 0.721 -1.562  0.282
H 3.095 1.218 -0.287  0.375
H -0.091 -0.366 1.585  0.306
H 1.167 -1.224 0.602  0.337
H 2.843 -1.459 -1.173  0.227
H -0.964 -1.714 -1.418  0.635
H 3.762 -0.827 0.059  0.191

- multiplicity = 1
- LUMO (eV) = -3.85
- HOMO (eV) = -12.650
- largest force on an atom (hartree/bohr) = 0.1081
- net charge = +1
- relative energy (zero: lowest compared OMol25 entry of this formula, charge and spin) (eV) = 2.233
- gap between HOMO and LUMO (eV) = 8.80
- calculated total energy (Eh) = -781.93059

=====

Record 6
Entry from the OMol25 dataset: C40H52BrN9O5PTl as an isolated structure (ωB97M-V with the def2-TZVPD basis set).

Each line ends with the Mulliken charge.
Geometry (Å):
Tl 0.229 0.135 -0.118  0.924
C 0.188 -0.718 4.054  -2.059
C 0.664 0.494 3.292  0.962
C 2.010 0.662 2.964  1.470
C 2.991 -0.468 3.158  -2.468
C 2.464 1.901 2.483  1.067
C 3.957 2.070 2.328  -2.244
C 1.556 2.946 2.261  1.402
C 2.011 4.332 1.861  -2.552
C 0.186 2.731 2.482  0.748
C -0.831 3.822 2.254  -2.190
C -0.256 1.506 2.981  1.523
C -1.725 1.269 3.228  -2.034
H -0.359 -1.419 3.423  -0.060
H -0.489 -0.410 4.851  0.428
H 1.012 -1.247 4.526  0.569
H 3.498 -0.411 4.125  0.398
H 3.762 -0.459 2.389  0.402
H 2.495 -1.434 3.099  0.327
H 4.335 1.511 1.467  0.170
H 4.482 1.676 3.199  0.460
H 4.264 3.107 2.228  0.514
H 1.893 5.036 2.688  0.515
H 1.420 4.729 1.034  0.530
H 3.056 4.369 1.566  0.286
H -1.524 3.559 1.450  0.247
H -0.384 4.776 1.997  0.500
H -1.435 3.981 3.148  0.411
H -2.022 1.584 4.233  0.470
H -1.975 0.213 3.129  0.001
H -2.345 1.823 2.526  0.489
C -1.717 1.645 -3.525  -0.531
O -2.206 1.189 -2.262  -0.218
C -3.395 0.634 -2.243  0.069
C -4.313 0.649 -3.282  -0.145
C -5.555 0.081 -3.080  -0.810
Br -6.806 0.098 -4.453  -0.102
C -5.931 -0.510 -1.848  -0.234
C -5.046 -0.567 -0.809  0.532
C -3.718 -0.034 -0.997  0.251
O -2.788 -0.174 -0.128  0.383
C -5.336 -1.152 0.499  -0.105
N -4.423 -1.145 1.446  -0.041
C -4.977 -1.778 2.542  0.349
C -4.440 -2.045 3.802  -0.453
C -5.254 -2.696 4.701  -0.755
C -6.568 -3.075 4.365  -0.462
C -7.108 -2.817 3.124  -1.185
C -6.281 -2.160 2.218  0.383
N -6.482 -1.744 0.908  -0.059
H -1.726 0.815 -4.232  0.510
H -0.696 1.963 -3.337  -0.502
H -2.314 2.485 -3.881  0.481
H -4.075 1.093 -4.237  0.583
H -6.931 -0.911 -1.759  0.553
H -3.213 -0.752 0.730  0.356
H -3.428 -1.752 4.042  0.468
H -4.884 -2.924 5.691  0.447
H -7.171 -3.584 5.105  0.400
H -8.118 -3.109 2.874  0.415
H -7.319 -1.879 0.368  0.231
C 4.465 4.297 -2.720  -0.841
N 3.094 3.909 -2.993  0.217
C 3.088 3.150 -4.241  -0.948
N 3.976 1.989 -4.198  0.214
C 5.349 2.394 -3.975  -0.716
N 5.303 3.081 -2.682  0.350
C 5.167 2.270 -1.534  -0.929
P 3.389 1.517 -1.502  0.754
C 2.546 3.133 -1.877  -0.717
C 3.529 0.958 -3.280  -0.977
H 4.548 4.805 -1.760  0.352
H 4.842 4.939 -3.516  0.314
H 3.410 3.802 -5.054  0.324
H 2.078 2.800 -4.450  0.339
H 5.677 3.092 -4.743  0.304
H 6.016 1.536 -3.919  0.351
H 5.257 2.866 -0.624  0.406
H 5.887 1.452 -1.532  0.487
H 2.557 3.744 -0.975  0.334
H 1.494 2.917 -2.083  0.207
H 2.528 0.631 -3.575  0.276
H 4.178 0.083 -3.333  0.535
C 1.816 -5.755 1.485  -1.149
N 1.102 -4.504 1.332  0.098
C -0.234 -4.224 1.817  -0.464
C -0.422 -2.791 1.331  -0.149
O -1.419 -2.114 1.516  -0.503
N 0.698 -2.379 0.676  0.568
C 1.543 -3.424 0.671  -0.323
N 2.731 -3.378 0.072  -0.207
H 1.277 -6.377 2.194  0.384
H 2.816 -5.583 1.887  0.359
H 1.889 -6.299 0.540  0.349
H -0.312 -4.286 2.904  0.399
H -0.982 -4.881 1.367  0.406
H 2.840 -2.655 -0.642  0.141
H 3.287 -4.212 -0.002  0.256
O 2.288 -1.327 -2.038  -0.751
C 1.256 -1.635 -2.663  0.280
C 1.217 -2.682 -3.763  -0.652
C -0.224 -2.609 -4.252  -0.551
C -0.856 -1.559 -3.346  -0.179
O -2.024 -1.213 -3.405  -0.548
N 0.065 -1.058 -2.452  0.543
H 1.493 -3.651 -3.342  0.250
H 1.962 -2.444 -4.523  0.234
H -0.777 -3.542 -4.153  0.274
H -0.321 -2.291 -5.290  0.287

- multiplicity = 1
- LUMO (spin up / spin down) (eV) = -7.12 / -7.70
- HOMO (spin up / spin down) (eV) = -12.148 / -12.145
- largest force on an atom (hartree/bohr) = 0.0115
- net charge = +2
- relative energy (zero: lowest compared OMol25 entry of this formula, charge and spin) (eV) = 2.954
- gap between HOMO and LUMO (spin up / spin down) (eV) = 5.03 / 4.44
- calculated total energy (Eh) = -5511.86517